a.
This record from the Open Molecules 2025 dataset describes a molecular structure, C5H13N3. The level of theory is wB97M-V/def2-TZVPD.

Each line ends with the natural charge from an NBO analysis.
Atoms and positions in Å:
C 1.39 -0.09 -1.26  -0.41
C 0.18 -2.02 0.61  -0.65
N 0.37 0.49 -0.36  -0.17
C -0.34 -0.60 0.71  0.07
N 0.92 1.68 0.24  -0.67
C -0.60 -0.06 1.96  -0.76
H 0.99 1.45 1.24  0.38
H 0.15 2.36 0.16  0.40
H 1.00 -0.98 -1.75  0.21
H 1.66 0.66 -2.00  0.22
H 2.28 -0.35 -0.67  0.23
H -0.03 -2.47 -0.37  0.21
H 1.25 -2.07 0.80  0.22
H -0.33 -2.62 1.36  0.24
H -0.96 0.96 2.05  0.21
H -0.80 -0.74 2.77  0.22
C -0.96 0.73 -1.09  0.18
N -1.54 1.85 -0.78  -0.76
H -2.34 2.04 -1.38  0.37
H -0.96 0.26 -2.08  0.18
H -1.34 -0.50 -0.17  0.08

Values from the calculation:
charge: 0
HOMO (alpha / beta): -6.45 / -6.45 eV
E_LUMO (alpha / beta): 0.735 / 0.735 eV

=====

b.
This record from the Open Molecules 2025 dataset describes C5H13N3 in the gas phase. The level of theory is wB97M-V/def2-TZVPD.

Each line ends with the natural charge from an NBO analysis.
Atoms and positions in Å:
C -0.96 -1.93 -0.64  -0.23
N -2.00 -0.92 -0.75  -0.84
C 0.86 0.30 -1.19  0.28
N 0.86 1.43 -1.77  -0.72
H -2.79 -1.29 -1.26  0.36
H -1.65 -0.12 -1.27  0.36
H 0.50 2.20 -1.21  0.33
H -0.52 -2.20 -1.61  0.16
H -1.40 -2.83 -0.21  0.20
H 1.23 -0.53 -1.78  0.16
C 0.02 0.97 0.99  -0.21
C 1.17 1.82 1.53  -0.62
C 0.16 -1.44 0.31  -0.20
N 0.50 -0.05 0.08  -0.45
H -0.71 1.61 0.48  0.19
H -0.50 0.48 1.81  0.21
H -0.17 -1.53 1.34  0.21
H 1.04 -2.07 0.17  0.20
H 0.78 2.59 2.19  0.21
H 1.86 1.20 2.08  0.21
H 1.71 2.30 0.72  0.21

Values from the calculation:
charge: 0
HOMO: -8.66 eV
E_LUMO: 1.004 eV
structure (SMILES): [H]/N=C\N(CC)CCN

=====

c.
This record from the Open Molecules 2025 dataset describes 2 unconnected molecules or ions with the total composition C5H13N3. The level of theory is wB97M-V/def2-TZVPD.

Each line ends with the natural charge from an NBO analysis.
Atoms and positions in Å:
C -0.04 -1.90 0.63  -0.70
N 0.09 -0.48 -2.15  -0.70
C 0.44 -0.48 0.73  0.31
N 1.27 0.38 -2.28  -0.68
N 1.61 -0.14 1.07  -0.65
H -0.11 -0.81 -3.10  0.35
H 2.05 -0.27 -2.38  0.34
H 1.40 0.80 -1.36  0.35
H 2.26 -0.91 1.21  0.34
H -0.46 -2.05 -0.37  0.25
H 0.79 -2.59 0.78  0.21
H -0.82 -2.12 1.37  0.22
C -0.17 1.96 1.28  -0.64
C -0.65 0.61 0.84  -0.04
C -1.93 0.37 0.56  -0.39
H -0.68 0.15 -1.87  0.35
H 0.13 1.92 2.33  0.23
H 0.71 2.26 0.71  0.23
H -0.93 2.72 1.14  0.21
H -2.66 1.17 0.59  0.20
H -2.30 -0.59 0.25  0.20

Values from the calculation:
charge: 0
HOMO: -8.24 eV
E_LUMO: 0.855 eV
structure (SMILES): [H]/N=C(\C)C(=C)C.NN

=====

Stability verdict: b, ahead by 149.2 kJ/mol

=====

a.
This record from the Open Molecules 2025 dataset describes 2 unconnected molecules or ions with the total composition C5H5N6. The level of theory is wB97M-V/def2-TZVPD.

Each line ends with the natural charge from an NBO analysis.
Atoms and positions in Å:
C 2.14 -1.87 -0.25  -0.11
C 2.45 -0.53 -0.28  -0.14
C -2.18 0.01 0.38  0.41
C 0.38 -0.92 0.26  0.39
C 0.67 1.37 0.11  -0.41
N -3.19 -0.83 0.26  -0.44
N 0.85 -2.08 0.05  -0.55
N -2.39 1.27 0.00  -0.47
N -4.14 0.01 -0.19  -0.15
N -3.65 1.21 -0.35  -0.14
N 1.28 0.10 0.05  -0.44
H 2.81 -2.74 -0.35  0.19
H 3.45 -0.11 -0.30  0.20
H 0.35 1.49 1.21  0.21
H 1.38 2.17 -0.06  0.19
H -0.22 1.47 -0.53  0.26

Values from the calculation:
charge: -1
HOMO (alpha / beta): -5.29 / -5.28 eV
E_LUMO (alpha / beta): 2.635 / 2.635 eV

=====

b.
This record from the Open Molecules 2025 dataset describes 2 unconnected molecules or ions with the total composition C5H5N6. The level of theory is wB97M-V/def2-TZVPD.

Each line ends with the natural charge from an NBO analysis.
Atoms and positions in Å:
C -0.58 -1.47 1.38  0.13
C -1.28 0.74 -0.26  0.05
C 1.17 -0.06 0.02  0.25
C 2.11 -0.97 -0.80  -0.68
C -0.28 -0.26 -0.34  -0.07
N -0.93 -2.05 2.29  -0.52
N -3.17 1.68 -0.45  -0.13
N -2.51 0.67 -0.86  -0.27
N -1.26 1.81 0.56  -0.30
N -2.41 2.43 0.37  -0.14
N 1.57 0.71 0.91  -0.60
H 2.80 -0.29 -1.46  0.23
H 1.58 -1.82 -1.30  0.22
H 2.90 -1.40 -0.17  0.23
H -0.55 -1.02 -1.10  0.24
H 0.83 1.31 1.23  0.38

Values from the calculation:
charge: -1
HOMO (alpha / beta): -5.61 / -5.61 eV
E_LUMO (alpha / beta): 2.666 / 2.666 eV

=====

Stability verdict: b, ahead by 293.7 kJ/mol

=====

a.
This record from the Open Molecules 2025 dataset describes a molecular structure, C2H6NO. The level of theory is wB97M-V/def2-TZVPD.

Each line ends with the natural charge from an NBO analysis.
Atoms and positions in Å:
C -0.13 2.03 0.57  -0.17
C 0.53 0.67 0.38  0.39
N 0.00 -1.78 -0.82  -1.00
O -0.01 0.83 1.44  -0.31
H 0.60 2.80 0.86  0.25
H -1.10 2.12 0.22  0.23
H 0.60 -0.58 -0.19  0.33
H 0.17 -1.87 -1.79  0.43
H -0.99 -1.65 -0.36  0.42
H 0.32 -2.55 -0.31  0.41

Values from the calculation:
charge: +1
HOMO: -15.61 eV
E_LUMO: -5.112 eV

=====

b.
This record from the Open Molecules 2025 dataset describes 2 unconnected molecules or ions with the total composition C2H6NO. The level of theory is wB97M-V/def2-TZVPD.

Each line ends with the natural charge from an NBO analysis.
Atoms and positions in Å:
C 3.22 -0.67 0.02  -0.26
C 1.95 0.11 -0.11  0.24
N -1.99 0.51 -0.09  -0.87
O 3.04 0.78 0.09  -0.39
H 3.35 -1.22 0.94  0.21
H 3.60 -1.13 -0.88  0.21
H -1.79 -0.40 0.38  0.46
H -1.48 1.28 0.29  0.47
H -3.03 0.66 0.13  0.47
H -1.74 0.28 -1.03  0.46

Values from the calculation:
charge: +1
HOMO: -13.30 eV
E_LUMO: -4.377 eV

=====

c.
This record from the Open Molecules 2025 dataset describes 2 unconnected molecules or ions with the total composition C2H6NO. The level of theory is wB97M-V/def2-TZVPD.

Each line ends with the natural charge from an NBO analysis.
Atoms and positions in Å:
C -0.46 -0.94 0.20  -0.27
C 0.63 -0.08 -0.29  0.31
N -0.54 0.56 0.38  -0.58
O 1.81 -0.01 0.30  -0.67
H -1.25 -1.22 -0.46  0.25
H -0.25 -1.70 0.93  0.27
H 0.53 0.13 -1.80  0.22
H -1.28 1.18 -0.04  0.48
H -0.36 0.71 1.38  0.45
H 2.52 -0.15 -0.35  0.53

Values from the calculation:
charge: +1
HOMO: -16.11 eV
E_LUMO: -4.044 eV

=====

Stability verdict: c, ahead by 54.5 kJ/mol

=====

a.
This record from the Open Molecules 2025 dataset describes C3H4O3 in the gas phase. The level of theory is wB97M-V/def2-TZVPD.

Each line ends with the natural charge from an NBO analysis.
Atoms and positions in Å:
O 0.87 1.60 -0.28  -0.50
C 1.32 0.49 -0.11  0.42
C 0.45 -0.76 -0.13  -0.20
O -0.80 -0.42 -0.69  -0.50
C -1.59 0.32 0.12  0.66
O -1.44 0.43 1.31  -0.58
H 2.40 0.33 0.08  0.12
H 0.90 -1.52 -0.78  0.22
H 0.35 -1.16 0.88  0.23
H -2.38 0.78 -0.47  0.13

Values from the calculation:
charge: 0
HOMO: -10.39 eV
E_LUMO: 0.854 eV
structure (SMILES): O=CCOC=O

=====

b.
This record from the Open Molecules 2025 dataset describes C3H4O3 in the gas phase. The level of theory is wB97M-V/def2-TZVPD.

Each line ends with the natural charge from an NBO analysis.
Atoms and positions in Å:
C 0.02 0.43 0.40  -0.13
C 0.78 -0.88 0.15  0.41
C -1.40 0.26 -0.16  0.42
H 0.71 2.35 0.52  0.49
H -0.08 0.46 1.51  0.22
H 0.18 -1.83 0.25  0.14
H -1.66 1.24 -0.78  0.14
O 0.65 1.57 -0.20  -0.70
O 1.92 -0.91 -0.23  -0.48
O -2.02 -0.79 -0.05  -0.51

Values from the calculation:
charge: 0
HOMO: -9.89 eV
E_LUMO: 0.184 eV
structure (SMILES): O=CC(O)C=O

=====

c.
This record from the Open Molecules 2025 dataset describes C3H4O3 in the gas phase. The level of theory is wB97M-V/def2-TZVPD.

Each line ends with the natural charge from an NBO analysis.
Atoms and positions in Å:
O -1.16 -1.79 0.06  -0.68
C -0.71 -0.50 -0.18  -0.21
C 0.44 1.94 0.22  0.10
O 1.18 0.99 -0.31  -0.51
C 0.78 -0.34 0.01  0.78
O 1.59 -1.14 0.33  -0.49
H -0.87 -2.05 0.94  0.48
H -0.92 -0.25 -1.23  0.22
H -1.17 0.28 0.44  0.23
H 0.84 2.85 -0.28  0.09

Values from the calculation:
charge: 0
HOMO: -9.35 eV
E_LUMO: -0.144 eV

=====

d.
This record from the Open Molecules 2025 dataset describes C3H4O3 in the gas phase. The level of theory is wB97M-V/def2-TZVPD.

Each line ends with the natural charge from an NBO analysis.
Atoms and positions in Å:
C -1.69 0.08 0.51  -0.27
O -0.28 -0.12 0.67  -0.49
C 0.40 -0.11 -0.46  0.63
O -0.03 0.15 -1.56  -0.56
C 1.81 -0.54 -0.42  0.16
O 2.63 0.24 0.27  -0.61
H -2.11 -0.03 1.51  0.20
H -1.88 1.08 0.11  0.20
H -2.09 -0.67 -0.17  0.20
H 3.23 -0.08 -0.45  0.54

Values from the calculation:
charge: 0
HOMO: -9.27 eV
E_LUMO: -0.061 eV

=====

Stability verdict: a, ahead by 110.2 kJ/mol